DFT (ωB97M-V/def2-TZVPD) results for a gas-phase ion, C8H11NO2P (charge -1) at a distorted geometry.

Bonds (Å) are listed after each position.
CARTESIAN COORDINATES (ANGSTROEM)
1 C 3.480 0.141 -0.217  C2 1.462, C3 1.343, H13 1.153
2 C 2.558 -0.449 -1.187  C1 1.462, C4 1.402, H14 1.085
3 C 2.956 0.895 0.764  C1 1.343, C5 1.397, H15 1.151
4 C 1.186 -0.250 -0.981  C2 1.402, C6 1.366, H16 1.152
5 C 1.578 1.053 0.932  C3 1.397, C6 1.355, H17 1.027
6 C 0.705 0.480 0.068  C4 1.366, C5 1.355, P12 1.912
7 C -1.772 -1.131 1.120  N9 1.444, H18 1.051, H19 1.159, H20 1.078
8 C -2.894 -0.655 -0.978  N9 1.425, H21 1.161, H22 1.055, H23 1.175
9 N -1.738 -0.470 -0.164  C7 1.444, C8 1.425, P12 1.751
10 O -1.277 1.992 -1.082  P12 1.514
11 O -1.501 1.710 1.474  P12 1.506
12 P -1.092 1.127 0.147  C6 1.912, N9 1.751, O10 1.514, O11 1.506
13 H 4.606 -0.099 -0.286  C1 1.153
14 H 2.994 -0.924 -2.060  C2 1.085
15 H 3.734 1.146 1.573  C3 1.151
16 H 0.450 -0.677 -1.757  C4 1.152
17 H 1.272 1.668 1.696  C5 1.027
18 H -0.871 -0.971 1.637  C7 1.051
19 H -2.521 -0.549 1.785  C7 1.159
20 H -2.102 -2.150 1.007  C7 1.078
21 H -2.745 0.131 -1.819  C8 1.161
22 H -3.083 -1.675 -1.168  C8 1.055
23 H -3.922 -0.344 -0.502  C8 1.175

Summary:
* SMILES: CN(C)[P@@](=O)([O-])c1ccccc1
* charge: -1
* energy relative to the best compared isomer or geometry (same formula, charge and spin): 0.0 kJ/mol
* HOMO energy: -4.69 eV
* 2S+1: 1
* LUMO level: 3.58 eV

DFT (ωB97M-V/def2-TZVPD) results for 15 unconnected molecules or ions with the total composition C30H90O15 at a distorted geometry.

Bonds (Å) are listed after each position.
CARTESIAN COORDINATES (ANGSTROEM)
1 C 3.693 2.446 1.777  C2 1.514, H4 1.090, H5 1.090, H6 1.090
2 C 4.800 3.128 1.000  C1 1.514, O3 1.403, H7 1.090, H8 1.090
3 O 5.828 2.194 0.796  C2 1.403, H9 0.960
4 H 2.947 3.213 1.987  C1 1.090
5 H 4.079 2.083 2.730  C1 1.090
6 H 3.201 1.648 1.222  C1 1.090
7 H 5.235 3.905 1.628  C2 1.090
8 H 4.374 3.519 0.076  C2 1.090
9 H 6.244 2.240 -0.068  O3 0.960
10 C -0.900 0.351 -5.027  C11 1.539, H13 1.090, H14 1.090, H15 1.090
11 C 0.345 0.572 -4.150  C10 1.539, O12 1.393, H16 1.090, H17 1.090
12 O 0.981 -0.635 -3.868  C11 1.393, H18 0.960
13 H -1.769 0.034 -4.450  C10 1.090
14 H -0.630 -0.302 -5.857  C10 1.090
15 H -1.207 1.301 -5.464  C10 1.090
16 H 0.057 1.197 -3.305  C11 1.090
17 H 1.083 1.146 -4.710  C11 1.090
18 H 1.917 -0.438 -3.961  O12 0.960
19 C -4.202 2.162 0.308  C20 1.518, H22 1.090, H23 1.090, H24 1.090
20 C -3.504 3.131 1.246  C19 1.518, O21 1.402, H25 1.090, H26 1.090
21 O -3.694 4.423 0.737  C20 1.402, H27 0.960
22 H -4.193 1.175 0.769  C19 1.090
23 H -3.691 2.099 -0.654  C19 1.090
24 H -5.252 2.389 0.123  C19 1.090
25 H -2.440 2.902 1.306  C20 1.090
26 H -3.897 3.008 2.255  C20 1.090
27 H -2.968 4.937 1.099  O21 0.960
28 C 3.704 1.221 -2.379  C29 1.504, H31 1.090, H32 1.090, H33 1.090
29 C 4.204 1.277 -3.797  C28 1.504, O30 1.407, H34 1.090, H35 1.090
30 O 3.511 0.309 -4.547  C29 1.407, H36 0.960
31 H 3.557 0.247 -1.912  C28 1.090
32 H 2.715 1.674 -2.316  C28 1.090
33 H 4.359 1.752 -1.688  C28 1.090
34 H 5.269 1.050 -3.821  C29 1.090
35 H 3.974 2.250 -4.233  C29 1.090
36 H 3.721 0.556 -5.451  O30 0.960
37 C 0.553 3.690 4.263  C38 1.516, H40 1.090, H41 1.090, H42 1.090
38 C 0.076 3.831 2.830  C37 1.516, O39 1.427, H43 1.090, H44 1.090
39 O 0.665 4.963 2.191  C38 1.427, H45 0.960
40 H 1.627 3.532 4.358  C37 1.090
41 H 0.122 2.824 4.764  C37 1.090
42 H 0.308 4.569 4.859  C37 1.090
43 H -0.999 4.012 2.831  C38 1.090
44 H 0.269 2.939 2.234  C38 1.090
45 H 1.525 5.112 2.591  O39 0.960
46 C -4.837 -1.773 0.236  C47 1.528, H49 1.090, H50 1.090, H51 1.090
47 C -5.259 -2.024 1.683  C46 1.528, O48 1.445, H52 1.090, H53 1.090
48 O -5.714 -0.741 2.167  C47 1.445, H54 0.960
49 H -3.950 -1.144 0.154  C46 1.090
50 H -5.716 -1.407 -0.296  C46 1.090
51 H -4.622 -2.727 -0.245  C46 1.090
52 H -4.458 -2.458 2.281  C47 1.090
53 H -6.045 -2.779 1.711  C47 1.090
54 H -6.583 -0.652 1.770  O48 0.960
55 C -2.302 1.173 4.609  C56 1.489, H58 1.090, H59 1.090, H60 1.090
56 C -2.335 0.125 3.550  C55 1.489, O57 1.420, H61 1.090, H62 1.090
57 O -1.130 0.280 2.816  C56 1.420, H63 0.960
58 H -3.124 1.047 5.313  C55 1.090
59 H -2.279 2.206 4.262  C55 1.090
60 H -1.397 1.042 5.202  C55 1.090
61 H -3.187 0.256 2.883  C56 1.090
62 H -2.458 -0.881 3.950  C56 1.090
63 H -0.451 -0.328 3.119  O57 0.960
64 C 2.795 -3.619 -1.807  C65 1.518, H67 1.090, H68 1.090, H69 1.090
65 C 3.135 -5.097 -1.862  C64 1.518, O66 1.422, H70 1.090, H71 1.090
66 O 3.721 -5.370 -0.596  C65 1.422, H72 0.960
67 H 2.327 -3.339 -2.751  C64 1.090
68 H 3.655 -2.982 -1.600  C64 1.090
69 H 2.150 -3.406 -0.955  C64 1.090
70 H 3.902 -5.226 -2.625  C65 1.090
71 H 2.304 -5.704 -2.222  C65 1.090
72 H 3.053 -5.347 0.094  O66 0.960
73 C 2.411 0.272 3.960  C74 1.497, H76 1.090, H77 1.090, H78 1.090
74 C 1.733 -0.855 4.675  C73 1.497, O75 1.398, H79 1.090, H80 1.090
75 O 0.726 -1.414 3.882  C74 1.398, H81 0.960
76 H 3.097 0.785 4.634  C73 1.090
77 H 1.661 1.041 3.774  C73 1.090
78 H 2.930 0.017 3.036  C73 1.090
79 H 1.335 -0.598 5.656  C74 1.090
80 H 2.426 -1.684 4.823  C74 1.090
81 H 0.367 -2.150 4.382  O75 0.960
82 C -2.100 -4.250 -3.507  C83 1.508, H85 1.090, H86 1.090, H87 1.090
83 C -0.853 -3.496 -3.118  C82 1.508, O84 1.462, H88 1.090, H89 1.090
84 O -0.222 -3.015 -4.347  C83 1.462, H90 0.960
85 H -2.802 -3.692 -4.126  C82 1.090
86 H -2.625 -4.471 -2.578  C82 1.090
87 H -1.885 -5.211 -3.974  C82 1.090
88 H -0.144 -4.043 -2.496  C83 1.090
89 H -1.161 -2.604 -2.573  C83 1.090
90 H 0.168 -2.158 -4.159  O84 0.960
91 C 4.666 -1.504 0.908  C92 1.529, H94 1.090, H95 1.090, H96 1.090
92 C 5.791 -1.277 1.917  C91 1.529, O93 1.446, H97 1.090, H98 1.090
93 O 6.951 -1.957 1.386  C92 1.446, H99 0.960
94 H 4.775 -1.108 -0.102  C91 1.090
95 H 3.686 -1.229 1.298  C91 1.090
96 H 4.595 -2.565 0.668  C91 1.090
97 H 5.511 -1.725 2.871  C92 1.090
98 H 5.970 -0.209 2.043  C92 1.090
99 H 7.662 -1.927 2.031  O93 0.960
100 C -1.743 -2.932 1.984  C101 1.529, H103 1.090, H104 1.090, H105 1.090
101 C -2.074 -4.181 1.167  C100 1.529, O102 1.400, H106 1.090, H107 1.090
102 O -1.093 -4.334 0.180  C101 1.400, H108 0.960
103 H -0.673 -2.861 2.182  C100 1.090
104 H -2.247 -2.963 2.950  C100 1.090
105 H -2.053 -1.995 1.521  C100 1.090
106 H -3.024 -4.054 0.647  C101 1.090
107 H -2.085 -4.988 1.899  C101 1.090
108 H -1.252 -5.192 -0.220  O102 0.960
109 C -4.185 0.487 -2.988  C110 1.530, H112 1.090, H113 1.090, H114 1.090
110 C -4.470 -0.919 -3.518  C109 1.530, O111 1.414, H115 1.090, H116 1.090
111 O -5.783 -1.011 -4.034  C110 1.414, H117 0.960
112 H -4.046 1.151 -3.842  C109 1.090
113 H -3.219 0.474 -2.483  C109 1.090
114 H -4.993 0.766 -2.312  C109 1.090
115 H -4.294 -1.684 -2.762  C110 1.090
116 H -3.746 -1.105 -4.311  C110 1.090
117 H -5.865 -0.322 -4.698  O111 0.960
118 C 0.921 -0.334 -0.246  C119 1.578, H121 1.090, H122 1.090, H123 1.090
119 C -0.620 -0.208 -0.564  C118 1.578, O120 1.433, H124 1.090, H125 1.090
120 O -1.201 0.904 0.128  C119 1.433, H126 0.960
121 H 1.093 -0.172 0.819  C118 1.090
122 H 1.410 0.462 -0.807  C118 1.090
123 H 1.324 -1.297 -0.559  C118 1.090
124 H -1.128 -1.100 -0.199  C119 1.090
125 H -0.709 -0.142 -1.649  C119 1.090
126 H -1.092 0.739 1.067  O120 0.960
127 C -0.786 5.294 -1.125  C128 1.519, H130 1.090, H131 1.090, H132 1.090
128 C -0.096 3.956 -0.927  C127 1.519, O129 1.407, H133 1.090, H134 1.090
129 O -0.796 3.003 -1.690  C128 1.407, H135 0.960
130 H -1.800 5.365 -0.733  C127 1.090
131 H -0.904 5.605 -2.163  C127 1.090
132 H -0.186 6.084 -0.674  C127 1.090
133 H -0.119 3.624 0.111  C128 1.090
134 H 0.960 3.894 -1.191  C128 1.090
135 H -0.895 2.258 -1.093  O129 0.960

Summary:
* energy relative to the best compared isomer or geometry (same formula, charge and spin): 519.6 kJ/mol
* HOMO energy: -9.36 eV
* 2S+1: 1
* LUMO level: 0.15 eV

DFT (ωB97M-V/def2-TZVPD) results for 2 unconnected molecules or ions with the total composition C25H23B3Br2I3N2O17P2S at a distorted geometry.

Bonds (Å) are listed after each position.
CARTESIAN COORDINATES (ANGSTROEM)
1 C -0.573 -2.594 -5.327  C2 1.647, H43 1.168, H44 1.194, H45 1.177
2 C -1.400 -1.247 -5.789  C1 1.647, C3 1.679, H46 1.165, H47 1.197
3 C -1.457 -0.187 -4.488  C2 1.679, C4 1.598, H48 1.150, H49 1.197
4 C -1.405 -0.868 -3.044  C3 1.598, C5 1.688, C16 1.673
5 C -0.198 -0.714 -1.875  C4 1.688, C6 1.651, N37 1.505
6 C -0.488 -1.724 -0.602  C5 1.651, C7 1.623, S20 1.851
7 C -1.753 -2.698 -0.308  C6 1.623, C8 1.661, C12 1.629
8 C -1.958 -3.664 1.027  C7 1.661, C9 1.675, H50 1.195, H51 1.172
9 C -3.002 -2.943 2.121  C8 1.675, O10 1.348, O11 1.500
10 O -2.679 -1.736 2.629  C9 1.348
11 O -4.297 -3.600 2.497  C9 1.500, H52 1.012
12 C -2.956 -2.753 -1.405  C7 1.629, B13 1.679, C16 1.677
13 B -4.319 -3.695 -1.136  C12 1.679, N14 1.530, O15 1.496
14 N -5.692 -3.063 -0.892  B13 1.530, H53 1.063, H54 1.044
15 O -4.272 -5.189 -1.097  B13 1.496, H55 1.014
16 C -2.745 -1.838 -2.795  C4 1.673, C12 1.677, P17 1.911
17 P -4.253 -2.181 -3.918  C16 1.911, O18 1.793, Br19 2.265
18 O -3.667 -3.385 -5.111  P17 1.793, H56 1.012
19 Br -4.981 -0.467 -5.207  P17 2.265
20 S 0.789 -1.871 0.729  C6 1.851, C21 1.844
21 C 1.692 -0.264 0.695  S20 1.844, C22 1.657, C32 1.618
22 C 1.715 0.574 -0.735  C21 1.657, C23 1.688, N37 1.511
23 C 2.725 1.921 -0.614  C22 1.688, C24 1.587, C28 1.680
24 C 3.169 2.943 -1.744  C23 1.587, B25 1.683, H57 1.199, H58 1.147
25 B 4.646 2.414 -2.351  C24 1.683, O26 1.476, O27 1.493
26 O 5.316 1.300 -1.652  B25 1.476, H59 1.002
27 O 5.241 3.014 -3.581  B25 1.493, H60 1.005
28 C 3.484 2.289 0.839  C23 1.680, I29 2.226, C30 1.635
29 I 4.890 3.986 1.153  C28 2.226
30 C 3.326 1.430 2.220  C28 1.635, Br31 2.042, C32 1.658
31 Br 4.265 1.955 3.956  C30 2.042
32 C 2.383 0.070 2.119  C21 1.618, C30 1.658, P33 1.901
33 P 2.314 -0.893 3.757  C32 1.901, O34 1.615, O35 1.719, O36 1.779
34 O 1.652 0.087 4.857  P33 1.615
35 O 1.390 -2.341 3.838  P33 1.719, H61 1.005
36 O 3.965 -1.368 4.217  P33 1.779, H62 1.021
37 N 1.004 0.183 -2.009  C5 1.505, C22 1.511, C38 1.441
38 C 0.998 1.172 -3.057  N37 1.441, I39 2.237, C40 1.519
39 I -0.434 2.878 -2.843  C38 2.237
40 C 1.932 1.022 -4.245  C38 1.519, C41 1.657, I42 2.191
41 C 1.879 2.152 -5.456  C40 1.657, H63 1.190, H64 1.177, H65 1.193
42 I 3.343 -0.635 -4.496  C40 2.191
43 H -1.125 -3.272 -4.553  C1 1.168
44 H 0.421 -2.196 -4.799  C1 1.194
45 H -0.207 -3.155 -6.294  C1 1.177
46 H -2.444 -1.439 -6.270  C2 1.165
47 H -0.745 -0.799 -6.686  C2 1.197
48 H -0.705 0.602 -4.855  C3 1.150
49 H -2.462 0.464 -4.488  C3 1.197
50 H -2.315 -4.769 0.745  C8 1.195
51 H -0.984 -3.848 1.652  C8 1.172
52 H -4.452 -3.475 3.489  O11 1.012
53 H -5.986 -3.273 0.108  N14 1.063
54 H -5.580 -2.026 -0.923  N14 1.044
55 H -4.739 -5.461 -0.240  O15 1.014
56 H -3.272 -4.145 -4.573  O18 1.012
57 H 3.411 4.048 -1.346  C24 1.199
58 H 2.553 3.207 -2.674  C24 1.147
59 H 6.263 1.194 -1.963  O26 1.002
60 H 5.325 4.007 -3.455  O27 1.005
61 H 1.979 -3.067 4.207  O35 1.005
62 H 4.429 -1.592 3.335  O36 1.021
63 H 2.922 2.104 -6.026  C41 1.190
64 H 1.705 3.250 -5.070  C41 1.177
65 H 1.066 1.874 -6.283  C41 1.193
66 B -0.357 3.408 7.392  O67 1.466, O72 1.466, O73 1.466, O78 1.466
67 O -0.874 3.542 6.026  B66 1.466, C68 1.340
68 C 0.180 3.774 5.232  O67 1.340, O69 1.220, C70 1.440
69 O 0.105 3.936 4.025  C68 1.220
70 C 1.387 3.800 6.017  C68 1.440, O71 1.220, O72 1.341
71 O 2.516 3.988 5.593  C70 1.220
72 O 1.096 3.585 7.308  B66 1.466, C70 1.341
73 O -0.957 4.408 8.281  B66 1.466, C74 1.340
74 C -1.580 3.735 9.259  O73 1.340, O75 1.220, C76 1.440
75 O -2.188 4.266 10.174  C74 1.220
76 C -1.418 2.319 9.057  C74 1.440, O77 1.220, O78 1.340
77 O -1.866 1.436 9.772  C76 1.220
78 O -0.693 2.095 7.952  B66 1.466, C76 1.340

Summary:
* charge: -1
* energy relative to the best compared isomer or geometry (same formula, charge and spin): 1937.3 kJ/mol
* HOMO energy: -6.17 eV
* 2S+1: 1
* LUMO level: 0.35 eV